No. 1
C24H73AsF6O12 as an isolated structure. Source: OMol25; level of theory: ωB97M-V with the def2-TZVPD basis set.

Highest occupied orbital energy = -9.5 eV
Spin multiplicity = 1

Cartesian coordinates (Å):
O  -1.643  3.083  -0.281
H  -1.899  2.774  0.647
H  -1.240  3.974  -0.316
H  -2.425  3.066  -0.861
As  0.121  -0.742  0.230
F  1.055  -0.053  -1.126
F  -0.962  -1.434  -0.998
F  -0.895  -1.461  1.479
F  1.102  0.081  1.398
F  -0.956  0.651  0.175
F  1.198  -2.118  0.246
O  -3.428  -2.005  3.898
H  -3.192  -2.630  3.187
H  -3.031  -1.150  3.653
O  -1.564  0.027  3.531
H  -1.209  -0.608  2.879
H  -0.781  0.289  4.040
O  3.742  0.952  0.722
H  3.530  1.898  0.654
H  2.892  0.501  0.646
C  1.302  -2.570  3.867
C  1.887  -1.337  4.510
C  3.376  -1.126  4.219
O  1.187  -0.175  4.099
H  0.226  -2.559  4.053
H  1.730  -3.466  4.319
H  1.458  -2.619  2.788
H  1.767  -1.440  5.590
H  3.923  -2.070  4.310
H  3.799  -0.454  4.967
H  3.626  -0.765  3.220
H  1.293  0.005  3.154
C  1.209  3.514  1.964
C  2.357  4.428  1.610
C  3.043  5.016  2.855
O  3.248  3.671  0.835
H  0.380  4.079  2.403
H  1.406  2.673  2.629
H  0.781  3.023  1.086
H  2.082  5.258  0.942
H  2.434  5.756  3.374
H  4.016  5.421  2.575
H  3.140  4.227  3.604
H  4.114  4.095  0.865
C  -1.927  1.637  -5.209
C  -1.986  0.420  -4.262
C  -3.277  0.164  -3.531
O  -1.723  -0.716  -5.079
H  -1.113  1.533  -5.922
H  -1.899  2.583  -4.665
H  -2.861  1.655  -5.779
H  -1.143  0.534  -3.566
H  -4.028  -0.131  -4.264
H  -3.596  1.028  -2.942
H  -3.143  -0.684  -2.857
H  -1.385  -1.427  -4.507
C  0.077  3.589  -4.740
C  -0.046  3.257  -3.258
C  1.062  2.329  -2.804
O  -0.067  4.461  -2.483
H  -0.869  3.967  -5.128
H  0.427  2.746  -5.333
H  0.790  4.404  -4.893
H  -0.986  2.717  -3.110
H  1.019  1.347  -3.275
H  1.108  2.128  -1.732
H  2.033  2.783  -3.032
H  0.855  4.745  -2.506
C  -4.802  2.208  2.326
C  -3.505  2.984  2.628
C  -3.279  3.276  4.105
O  -2.384  2.270  2.076
H  -5.631  2.920  2.282
H  -5.093  1.454  3.058
H  -4.820  1.708  1.357
H  -3.518  3.920  2.064
H  -2.742  4.214  4.251
H  -2.852  2.427  4.638
H  -4.227  3.485  4.608
H  -2.152  1.548  2.693
C  4.697  -2.043  0.428
C  4.511  -3.359  1.231
C  4.301  -4.469  0.198
O  5.742  -3.609  1.905
H  5.476  -2.105  -0.329
H  4.924  -1.195  1.074
H  3.735  -1.896  -0.070
H  3.725  -3.343  1.989
H  5.118  -4.477  -0.523
H  3.446  -4.199  -0.430
H  4.059  -5.453  0.596
H  5.891  -2.906  2.544
C  -4.632  -2.744  0.102
C  -4.023  -4.064  0.646
C  -3.304  -4.758  -0.518
O  -3.205  -3.758  1.764
H  -5.294  -2.963  -0.735
H  -3.763  -2.183  -0.249
H  -5.122  -2.176  0.891
H  -4.825  -4.747  0.928
H  -2.432  -4.179  -0.828
H  -3.975  -5.027  -1.329
H  -2.856  -5.682  -0.140
H  -2.510  -3.191  1.402
C  1.222  -3.778  -4.749
C  1.024  -2.685  -3.681
C  1.621  -1.362  -4.211
O  -0.362  -2.547  -3.435
H  0.797  -3.429  -5.691
H  0.790  -4.720  -4.415
H  2.282  -3.944  -4.949
H  1.589  -3.010  -2.805
H  1.747  -0.722  -3.334
H  0.966  -0.861  -4.925
H  2.614  -1.384  -4.662
H  -0.493  -2.194  -2.542

Atom charges from the Mulliken analysis, given in e for atoms 1 to 6:
1. O -0.1001
2. H 0.2680
3. H 0.4760
4. H 0.4228
5. As 2.2301
6. F -0.2959


No. 2
C17H13IN2O7RuS as an isolated structure. Source: OMol25; level of theory: ωB97M-V with the def2-TZVPD basis set.

Highest occupied orbital energy (alpha / beta) = -9.1 / -9.1 eV
Spin multiplicity = 1

Cartesian coordinates (Å):
Ru  1.873  0.997  1.294
C  -0.451  -3.902  -4.384
C  -0.357  -2.753  -3.423
C  0.259  -2.911  -2.183
C  0.380  -1.852  -1.304
C  -0.139  -0.618  -1.681
C  -0.763  -0.427  -2.910
C  -0.868  -1.502  -3.771
S  0.069  0.757  -0.639
O  -0.904  1.752  -0.930
O  0.079  0.230  0.788
N  1.588  1.340  -0.643
C  2.578  0.769  -1.550
C  3.171  -0.479  -0.880
O  3.777  -1.316  -1.494
O  2.917  -0.501  0.407
H  -0.298  -4.855  -3.881
H  0.313  -3.807  -5.158
H  -1.421  -3.920  -4.879
H  0.657  -3.878  -1.903
H  0.868  -1.974  -0.346
H  -1.167  0.543  -3.166
H  -1.357  -1.372  -4.729
H  3.368  1.503  -1.707
H  2.154  0.508  -2.517
I  -4.682  0.579  4.956
C  -3.097  1.467  3.928
C  -1.794  1.191  4.314
C  -0.742  1.769  3.620
C  -1.002  2.627  2.560
C  -2.311  2.910  2.189
C  -3.365  2.323  2.868
C  0.094  3.276  1.791
O  -0.030  4.266  1.133
O  1.312  2.663  1.892
H  -1.596  0.526  5.143
H  0.277  1.543  3.908
H  -2.489  3.581  1.360
H  -4.385  2.529  2.575
O  2.916  -2.263  3.383
C  2.512  -1.209  3.101
N  2.055  -0.113  2.869

Atom charges from the natural (NBO) analysis, given in e for atoms 1 to 6:
1. Ru 1.4163
2. C -0.6378
3. C 0.0438
4. C -0.2146
5. C -0.0951
6. C -0.4306


No. 3
C3H7N3O in the gas phase. Source: OMol25; level of theory: ωB97M-V with the def2-TZVPD basis set.

ΔE to the lowest compared entry with this formula, charge and spin = 150.13 kcal/mol
Highest occupied orbital energy (alpha / beta) = -8.2 / -8.1 eV
Spin multiplicity = 1

Cartesian coordinates (Å):
C  0.894  0.646  0.546
C  -0.521  -0.852  -0.857
C  -0.918  -0.891  0.655
N  -0.277  0.474  -1.281
N  0.127  -0.115  1.308
N  1.359  1.756  1.092
O  0.454  -0.255  2.529
H  0.261  -1.551  -0.964
H  -1.268  -1.448  -1.279
H  -1.935  -0.356  0.633
H  -0.758  -1.823  1.123
H  0.514  0.521  -1.938
H  0.789  2.349  1.673
H  2.045  2.244  0.608

Atom charges from the natural (NBO) analysis, given in e for atoms 1 to 6:
1. C 0.4217
2. C -0.2632
3. C -0.2434
4. N -0.6544
5. N 0.0448
6. N -0.7760


No. 4
C5H8NS as an isolated structure. Source: OMol25; level of theory: ωB97M-V with the def2-TZVPD basis set.

ΔE to the lowest compared entry with this formula, charge and spin = 124.20 kcal/mol
Highest occupied orbital energy = -14.4 eV
Charge = +1
Spin multiplicity = 1

Cartesian coordinates (Å):
C  -1.071  -0.267  0.969
C  -0.958  -0.636  -1.152
C  -0.041  -0.476  -0.094
C  1.690  -1.510  -0.057
C  -0.096  1.982  0.217
N  -0.055  0.640  0.749
S  -2.438  -0.319  -0.434
H  -1.461  -0.711  1.835
H  -0.814  -0.782  -2.207
H  2.359  -0.684  0.009
H  1.679  -2.227  -0.864
H  1.405  -1.949  0.961
H  -0.837  2.021  -0.551
H  0.787  2.114  -0.337
H  -0.149  2.804  0.956

Atom charges from the natural (NBO) analysis, given in e for atoms 1 to 6:
1. C -0.0431
2. C -0.1229
3. C -0.0139
4. C -0.4655
5. C -0.4272
6. N -0.3019


Copy entry 2 word for word.
C17H13IN2O7RuS as an isolated structure. Source: OMol25; level of theory: ωB97M-V with the def2-TZVPD basis set.

Highest occupied orbital energy (alpha / beta) = -9.1 / -9.1 eV
Spin multiplicity = 1

Cartesian coordinates (Å):
Ru  1.873  0.997  1.294
C  -0.451  -3.902  -4.384
C  -0.357  -2.753  -3.423
C  0.259  -2.911  -2.183
C  0.380  -1.852  -1.304
C  -0.139  -0.618  -1.681
C  -0.763  -0.427  -2.910
C  -0.868  -1.502  -3.771
S  0.069  0.757  -0.639
O  -0.904  1.752  -0.930
O  0.079  0.230  0.788
N  1.588  1.340  -0.643
C  2.578  0.769  -1.550
C  3.171  -0.479  -0.880
O  3.777  -1.316  -1.494
O  2.917  -0.501  0.407
H  -0.298  -4.855  -3.881
H  0.313  -3.807  -5.158
H  -1.421  -3.920  -4.879
H  0.657  -3.878  -1.903
H  0.868  -1.974  -0.346
H  -1.167  0.543  -3.166
H  -1.357  -1.372  -4.729
H  3.368  1.503  -1.707
H  2.154  0.508  -2.517
I  -4.682  0.579  4.956
C  -3.097  1.467  3.928
C  -1.794  1.191  4.314
C  -0.742  1.769  3.620
C  -1.002  2.627  2.560
C  -2.311  2.910  2.189
C  -3.365  2.323  2.868
C  0.094  3.276  1.791
O  -0.030  4.266  1.133
O  1.312  2.663  1.892
H  -1.596  0.526  5.143
H  0.277  1.543  3.908
H  -2.489  3.581  1.360
H  -4.385  2.529  2.575
O  2.916  -2.263  3.383
C  2.512  -1.209  3.101
N  2.055  -0.113  2.869

Atom charges from the natural (NBO) analysis, given in e for atoms 1 to 6:
1. Ru 1.4163
2. C -0.6378
3. C 0.0438
4. C -0.2146
5. C -0.0951
6. C -0.4306